(1)
The following is a quantum chemistry calculation of a structure of composition C15H31BNO4RuSSe2Si at a distorted geometry, from the Open Molecules 2025 dataset.

The geometry in XYZ format:
```
57
Properties=species:S:1:pos:R:3:mulliken_charge:R:1
Ru 0.64 0.06 0.79 -0.010
O 1.18 -2.55 2.81 -0.450
C 0.26 -2.60 3.86 -1.506
C -1.04 -1.77 3.72 2.606
C -1.86 -2.21 4.95 -1.351
O -3.18 -1.67 5.02 -0.561
C -0.88 -0.23 3.79 -1.373
Se 0.94 0.52 3.69 -0.517
C -1.80 -2.13 2.45 -1.659
Se -1.10 -1.58 0.67 -0.297
H 1.56 -1.64 2.83 0.274
H 0.74 -2.29 4.81 0.426
H -0.03 -3.65 3.96 0.416
H -1.30 -1.94 5.85 0.430
H -2.00 -3.30 4.95 0.438
H -3.09 -0.73 4.80 0.397
H -1.38 0.17 4.69 0.263
H -1.40 0.20 2.93 0.265
H -2.80 -1.69 2.52 0.405
H -1.93 -3.21 2.38 0.530
S 5.34 0.50 -0.19 -0.547
C 3.80 0.28 0.31 0.233
N 2.71 0.09 0.68 -0.869
C -0.98 3.07 2.12 -1.239
Si -0.57 2.02 0.58 0.814
C 0.29 3.29 -0.57 -0.935
C -2.29 1.75 -0.23 -1.231
H -1.53 3.96 1.78 0.337
H -0.08 3.38 2.65 0.301
H -1.61 2.52 2.83 0.322
H -0.40 4.11 -0.79 0.360
H 0.60 2.82 -1.50 0.012
H 1.19 3.71 -0.10 0.264
H -2.72 2.71 -0.56 0.365
H -2.97 1.29 0.48 0.290
H -2.20 1.08 -1.08 0.218
C 1.05 -2.13 -3.56 -2.186
C 0.39 -0.76 -3.40 1.777
C -0.74 -0.63 -4.42 -1.886
O -0.18 -0.71 -2.10 -0.462
B 0.65 0.03 -1.22 1.279
O 1.61 0.68 -2.02 -0.460
C 1.41 0.43 -3.40 1.890
C 0.86 1.71 -4.02 -2.250
C 2.76 0.10 -4.02 -1.839
H 0.30 -2.89 -3.39 0.513
H 1.83 -2.26 -2.81 0.364
H 1.49 -2.27 -4.55 0.356
H -1.41 -1.49 -4.31 0.460
H -0.35 -0.61 -5.44 0.326
H -1.32 0.27 -4.24 0.339
H -0.08 1.99 -3.55 0.369
H 0.69 1.60 -5.10 0.373
H 1.58 2.51 -3.85 0.494
H 3.25 -0.72 -3.50 0.331
H 3.41 0.97 -3.94 0.465
H 2.66 -0.16 -5.08 0.325
```

Values from the calculation:
Charge: -2
HOMO level (alpha / beta) (eV): -1.09 / -1.20
Max |F| (hartree/bohr): 0.026
Relative energy (zero: lowest compared OMol25 entry of this formula, charge and spin) (kJ/mol): 109.5
DFT total energy (hartree): -6556.3400
Kohn-Sham gap (alpha / beta) (Eh): 0.2089 / 0.2129
Multiplicity: 2

(2)
The following is a quantum chemistry calculation of a structure of composition C15H31Br2InO13 at a distorted geometry, from the Open Molecules 2025 dataset.

The geometry in XYZ format:
```
62
Properties=species:S:1:pos:R:3:mulliken_charge:R:1
In -2.02 -0.50 0.56 0.001
C 0.99 0.40 0.53 0.662
O -0.29 -0.06 0.37 0.543
H 1.12 0.52 1.61 -0.546
H 1.62 -0.43 0.24 -1.297
H 1.32 1.30 0.02 0.926
Br 4.13 -1.32 -1.21 -0.193
C 2.90 0.21 -1.42 0.788
C 3.17 1.05 -2.70 -0.830
Br 2.02 2.74 -2.75 -0.119
H 2.85 0.81 -0.52 0.388
H 1.85 -0.07 -1.53 0.602
H 2.98 0.61 -3.68 0.414
H 4.16 1.48 -2.80 0.527
C -3.68 -1.67 -2.74 -0.790
O -2.51 -0.97 -3.15 -0.405
C -1.44 -0.78 -2.26 0.605
O -1.45 -1.16 -1.07 0.117
O -0.50 -0.22 -2.90 -0.359
C 0.84 -0.17 -2.41 -1.473
H -4.56 -1.29 -3.27 0.352
H -3.83 -1.59 -1.67 0.212
H -3.59 -2.75 -2.88 0.304
H 1.26 0.66 -2.97 1.141
H 1.36 -1.11 -2.65 0.738
H 0.96 -0.09 -1.33 -1.046
C 1.73 -2.03 -0.63 -0.725
O 1.00 -3.08 0.06 -0.339
C -0.17 -2.88 0.60 0.911
O -0.90 -1.95 0.38 -0.730
O -0.43 -3.98 1.21 -0.369
C -1.74 -4.24 1.66 -0.746
H 2.62 -2.43 -1.11 0.271
H 2.20 -1.40 0.12 1.148
H 1.19 -1.51 -1.43 0.375
H -2.15 -3.75 2.54 0.304
H -1.83 -5.33 1.66 0.358
H -2.45 -3.90 0.91 0.253
C 1.52 0.95 2.63 0.044
O 1.50 0.83 4.06 -0.337
C 0.69 1.61 4.75 0.735
O 0.01 2.51 4.28 -0.566
O 0.69 1.24 6.00 -0.310
C 0.28 2.19 6.96 -0.669
H 2.19 0.19 2.22 0.323
H 1.84 1.97 2.43 0.398
H 0.51 0.80 2.25 0.089
H 0.90 3.09 6.97 0.319
H 0.31 1.69 7.93 0.268
H -0.78 2.46 6.91 0.317
C 0.63 2.31 -0.89 -2.323
O -0.49 2.37 -1.76 -0.238
C -1.57 1.59 -1.71 0.547
O -1.72 0.65 -0.86 -0.616
O -2.43 1.99 -2.66 -0.299
C -3.72 1.51 -2.69 -0.110
H 0.33 2.38 0.15 0.668
H 1.41 3.03 -1.15 0.541
H 1.15 1.36 -0.95 0.663
H -4.37 1.99 -1.96 0.330
H -3.77 0.42 -2.56 -0.087
H -3.84 1.74 -3.75 0.340
```

Values from the calculation:
Charge: +2
HOMO level (eV): -14.58
Max |F| (hartree/bohr): 0.344
Relative energy (zero: lowest compared OMol25 entry of this formula, charge and spin) (kJ/mol): 2832.5
DFT total energy (hartree): -6904.5602
Kohn-Sham gap (Eh): 0.1759

(3)
The following is a quantum chemistry calculation of a structure of composition C15H31FP2Re at a distorted geometry, from the Open Molecules 2025 dataset.

The geometry in XYZ format:
```
50
Properties=species:S:1:pos:R:3:mulliken_charge:R:1
P -0.15 -1.82 -0.99 0.736
P 0.26 2.11 -1.10 1.056
C -0.35 -0.49 -2.33 -1.215
C 0.59 0.72 -2.27 -1.149
H -1.40 -0.17 -2.38 0.455
H -0.17 -1.00 -3.28 0.712
H 1.64 0.42 -2.12 0.544
H 0.61 1.22 -3.27 0.629
C -1.36 2.85 -1.43 -1.400
H -1.63 3.52 -0.60 0.423
H -2.16 2.13 -1.56 0.402
H -1.29 3.44 -2.35 0.478
C 1.37 3.38 -1.72 -1.349
H 1.00 3.73 -2.71 0.509
H 2.39 2.98 -1.88 0.456
H 1.43 4.23 -1.05 0.430
C -1.44 -2.96 -1.66 -1.394
H -1.51 -3.86 -1.03 0.431
H -1.17 -3.27 -2.70 0.473
H -2.42 -2.46 -1.69 0.472
C 1.32 -2.65 -1.70 -1.142
H 2.20 -1.99 -1.78 0.397
H 1.11 -3.04 -2.71 0.462
H 1.61 -3.51 -1.07 0.433
Re -0.31 -0.25 2.93 1.512
C 0.46 2.05 0.65 0.350
C -0.85 1.40 1.29 -1.117
C -1.71 0.44 0.54 1.187
C -1.82 -0.99 1.09 -2.378
C -0.48 -1.74 1.13 0.025
C 0.91 -1.17 1.55 -0.622
C 1.70 -0.19 0.68 0.456
C 1.72 1.28 1.17 -1.963
C 0.20 -1.58 4.39 -1.163
H 0.52 3.10 1.01 0.780
H -1.48 2.20 1.73 0.397
H -1.34 0.36 -0.51 -1.120
H -2.73 0.86 0.41 0.612
H -2.45 -0.99 1.98 0.528
H -2.38 -1.61 0.39 0.694
H -0.57 -2.78 1.53 0.597
H 1.59 -1.99 1.87 0.453
H 1.35 -0.23 -0.37 -1.241
H 2.75 -0.54 0.58 0.638
H 1.66 1.25 2.28 0.522
H 2.61 1.78 0.85 0.491
H 1.08 -1.17 4.94 0.345
H 0.43 -2.60 4.08 0.370
H -0.64 -1.57 5.08 0.365
F -0.70 1.16 4.12 -0.563
```

Values from the calculation:
Charge: +2
HOMO level (alpha / beta) (eV): -13.80 / -13.84
Max |F| (hartree/bohr): 0.072
Relative energy (zero: lowest compared OMol25 entry of this formula, charge and spin) (kJ/mol): 0.0
DFT total energy (hartree): -1450.2133
Kohn-Sham gap (alpha / beta) (Eh): 0.1970 / 0.2167
Multiplicity: 4

(4)
The following is a quantum chemistry calculation of a structure of composition C15H31NO2P2Pt at a distorted geometry, from the Open Molecules 2025 dataset.

The geometry in XYZ format:
```
52
Properties=species:S:1:pos:R:3:mulliken_charge:R:1
P 0.25 -3.16 1.29 0.307
P -0.12 2.55 1.78 0.950
C 1.07 0.86 0.02 -1.245
C 0.98 2.31 0.33 -1.142
H -0.05 0.59 -0.31 -0.135
H 1.85 0.54 -0.69 0.658
H 1.95 2.75 0.53 0.590
H 0.47 2.94 -0.41 0.300
C -1.65 3.39 1.36 -1.323
H -1.95 3.86 2.31 0.434
H -2.42 2.67 1.03 0.323
H -1.50 4.17 0.61 0.377
C 0.92 3.71 2.63 -1.450
H 0.91 4.55 1.94 0.447
H 1.91 3.28 2.69 0.404
H 0.55 3.99 3.61 0.399
C -0.81 -4.40 0.52 -1.025
H -0.90 -5.30 1.14 0.381
H -0.37 -4.65 -0.45 0.343
H -1.79 -3.95 0.37 0.378
C 2.05 -3.42 0.99 -1.025
H 2.53 -2.43 0.96 0.346
H 2.13 -3.87 -0.01 0.343
H 2.50 -4.07 1.75 0.383
Pt 0.02 -0.99 0.44 1.144
C 0.24 1.30 -2.38 0.491
C -1.05 1.24 -1.98 -0.208
C -2.07 0.42 -2.68 -0.912
C -1.65 -1.07 -2.71 -1.148
C -0.91 -1.57 -1.48 -0.566
C 0.48 -1.56 -1.47 0.481
C 1.30 -1.04 -2.68 -1.199
C 0.98 0.35 -3.25 -0.978
C -0.47 -1.56 2.78 -1.444
H 0.83 2.23 -2.19 0.461
H -1.44 1.83 -1.16 -0.014
H -2.28 0.75 -3.71 0.290
H -3.02 0.50 -2.15 0.382
H -2.54 -1.68 -2.89 0.514
H -1.04 -1.21 -3.61 0.208
H -1.52 -2.15 -0.76 0.462
H 1.07 -2.27 -0.81 -0.305
H 1.22 -1.77 -3.51 0.411
H 2.36 -1.10 -2.39 0.382
H 1.96 0.82 -3.47 0.341
H 0.52 0.26 -4.25 0.409
H 0.30 -0.94 3.26 0.455
H -0.36 -2.59 3.18 0.485
H -1.48 -1.22 3.06 0.375
O -0.12 2.74 5.64 -0.188
N 0.66 2.22 4.97 0.162
O -0.47 1.14 2.19 -0.512
```

Values from the calculation:
HOMO level (alpha / beta) (eV): -5.21 / -5.19
Max |F| (hartree/bohr): 0.089
Relative energy (zero: lowest compared OMol25 entry of this formula, charge and spin) (kJ/mol): 690.7
DFT total energy (hartree): -1596.9569
Kohn-Sham gap (alpha / beta) (Eh): 0.1939 / 0.1759
Multiplicity: 3